1.
A structure of composition C21H23BrIrN6O2S5 in a non-equilibrium geometry. Source: the Open Molecules 2025 dataset; level of theory: ωB97M-V/def2-TZVPD.

Each line ends with the natural charge from an NBO analysis.
Element x y z (Å)
Ir: 0.72157 0.46350 -0.14600  0.94
O: 0.47108 1.38283 1.57583  -0.72
C: -0.25087 1.16679 2.61234  0.41
C: -0.19378 2.16270 3.62451  -0.27
C: -0.87281 2.05448 4.80529  -0.17
C: -1.66995 0.93929 5.05002  -0.28
C: -1.75606 -0.04463 4.09325  -0.16
C: -1.07698 0.02436 2.86852  -0.19
C: -1.25589 -1.04434 1.91627  0.41
N: -0.64988 -1.20615 0.74970  -0.47
C: -1.12819 -2.34587 0.18908  -0.08
C: -2.04579 -2.90599 1.02073  -0.10
N: -2.11933 -2.08270 2.10701  -0.50
H: 0.43600 3.01641 3.41710  0.22
H: -0.77277 2.82574 5.55350  0.21
H: -2.20783 0.84844 5.98084  0.21
H: -2.35827 -0.91222 4.32100  0.18
H: -0.78370 -2.67974 -0.76828  0.20
H: -2.63905 -3.79173 0.93691  0.22
H: -2.73674 -2.22091 2.88976  0.43
S: 2.93059 1.35948 -3.06840  -0.19
S: 3.95004 2.97165 -3.25299  -0.10
S: 3.40117 4.25352 -0.34922  -0.07
S: 1.72336 3.54247 0.25904  -0.21
N: -0.58099 -3.77382 -4.75177  -0.77
C: 0.05097 -3.21278 -3.70226  0.66
N: 0.64607 -4.01449 -2.78733  -0.80
N: 0.01248 -1.91553 -3.61456  -0.63
C: 0.43617 -1.18049 -2.65883  0.53
N: 0.73765 -0.38065 -1.86711  -0.47
H: -0.62324 -4.76537 -4.89430  0.40
H: -1.05107 -3.15509 -5.38848  0.43
H: 0.75615 -5.00236 -2.94003  0.41
H: 1.19840 -3.58662 -2.06085  0.42
Br: 6.08423 -2.70484 2.51375  0.03
C: 4.64114 -1.76754 1.69725  -0.09
C: 4.16407 -2.18707 0.47125  -0.26
C: 3.09871 -1.51664 -0.10707  -0.19
C: 2.48269 -0.42074 0.50780  -0.20
C: 3.03671 -0.00694 1.72577  -0.22
C: 4.09547 -0.66611 2.32644  -0.24
H: 4.61721 -3.03280 -0.02543  0.21
H: 2.75514 -1.85489 -1.07491  0.18
H: 2.62905 0.85394 2.23450  0.23
H: 4.47870 -0.32569 3.27767  0.23
O: -2.29745 1.58866 0.40810  -0.98
S: -1.37146 1.74052 -0.71385  1.33
C: -1.43207 3.52766 -1.19200  -0.59
C: -2.43453 3.68728 -2.32709  -0.41
C: -3.32021 2.44199 -2.32639  -0.42
C: -2.36685 1.27593 -2.19357  -0.59
H: -0.42749 3.84097 -1.46324  0.27
H: -1.73173 4.04239 -0.28407  0.26
H: -1.91352 3.75953 -3.28453  0.21
H: -3.02808 4.59284 -2.19525  0.23
H: -3.93990 2.37975 -3.22265  0.22
H: -3.97105 2.45667 -1.44881  0.23
H: -1.69677 1.17670 -3.04450  0.23
H: -2.85052 0.32826 -1.97945  0.24

Results
2S+1: 2
Energy in a.u.: -5962.25209
Gap between HOMO and LUMO (spin up / spin down) in eV: 5.09 / 4.70
E_HOMO (spin up / spin down) in Eh: -0.239 / -0.217
⟨S²⟩: 1.0618
LUMO (spin up / spin down) in eV: -1.4087 / -1.2046

---

2.
A structure of composition C21H23ClIrN3O6S2 in a non-equilibrium geometry. Source: the Open Molecules 2025 dataset; level of theory: ωB97M-V/def2-TZVPD.

Each line ends with the natural charge from an NBO analysis.
Element x y z (Å)
Ir: -0.02540 0.14530 0.27460  1.11
S: 1.71110 -0.29730 4.36460  0.42
C: -0.03980 -0.32820 4.53350  -0.34
C: -0.68890 -0.18440 3.33890  -0.30
C: 0.16890 -0.03530 2.24900  -0.08
C: 1.55000 -0.08580 2.66360  -0.37
C: 2.53880 0.07490 1.69780  0.22
C: 3.93700 0.06680 1.88520  -0.25
C: 4.76530 0.25280 0.81530  -0.14
C: 4.19190 0.47930 -0.46460  -0.28
C: 2.82690 0.46760 -0.60420  0.05
N: 1.99440 0.25140 0.41620  -0.47
H: -0.45440 -0.41980 5.51670  0.24
H: -1.76220 -0.18550 3.25940  0.25
H: 4.31770 -0.09620 2.88370  0.23
H: 5.83950 0.22790 0.92800  0.22
H: 4.82170 0.67450 -1.31630  0.23
H: 2.37160 0.63520 -1.57140  0.23
O: 0.62150 2.11310 -3.26190  -0.82
Cl: -0.31110 1.61420 -2.33350  2.60
O: -1.63000 1.67750 -2.81210  -0.80
O: 0.04080 0.22860 -2.05940  -0.91
O: -0.18850 2.29400 -1.07670  -0.84
C: 2.06490 -2.43450 -3.05150  -0.43
N: 1.22030 -2.31330 -1.88900  -0.56
C: 1.53470 -2.73760 -0.68070  0.34
N: 2.69620 -3.36400 -0.43370  -0.78
S: 0.43930 -2.63290 0.61520  -0.03
H: 1.43310 -2.39880 -3.93460  0.24
H: 2.58390 -3.39310 -3.02970  0.20
H: 2.79990 -1.62720 -3.11190  0.21
H: 0.37320 -1.75490 -1.97440  0.48
H: 3.46240 -3.35300 -1.08280  0.40
H: 2.85980 -3.64410 0.51690  0.43
C: -8.19820 -1.33350 -0.24300  -0.63
C: -6.70920 -1.22170 -0.37960  0.01
C: -5.91780 -2.35110 -0.53530  -0.24
C: -4.53840 -2.26800 -0.66880  0.03
C: -3.73190 -3.51360 -0.86280  -0.63
C: -3.94530 -1.00600 -0.58630  -0.12
C: -4.71720 0.15720 -0.47410  0.04
C: -4.10780 1.52140 -0.47560  -0.65
C: -6.09270 0.02230 -0.36400  -0.23
C: -2.44770 -0.92800 -0.49100  0.77
O: -1.71810 -1.63100 -1.18170  -0.70
O: -2.02690 -0.13150 0.41290  -0.73
H: -8.53740 -2.33600 -0.49020  0.21
H: -8.69270 -0.61960 -0.89840  0.22
H: -8.50600 -1.11180 0.77840  0.22
H: -6.38210 -3.32690 -0.53880  0.20
H: -4.35930 -4.39720 -0.78360  0.20
H: -2.92870 -3.57910 -0.13160  0.22
H: -3.27450 -3.50160 -1.84950  0.23
H: -3.47620 1.65800 -1.35300  0.24
H: -3.48990 1.65800 0.41040  0.24
H: -4.88350 2.28270 -0.47600  0.20
H: -6.69450 0.91220 -0.24800  0.20

Results
Energy in a.u.: -2790.40145
Gap between HOMO and LUMO (spin up / spin down) in eV: 6.41 / 6.41
E_HOMO (spin up / spin down) in Eh: -0.296 / -0.296
LUMO (spin up / spin down) in eV: -1.6436 / -1.6427
Energy above the lowest of the compared OMol25 structures with the same formula, charge and spin in eV: 2.607

---

3.
The molecule C21H23FN2O2. Source: the Open Molecules 2025 dataset; level of theory: ωB97M-V/def2-TZVPD.

Each line ends with the natural charge from an NBO analysis.
Element x y z (Å)
O: 0.97627 1.62141 -0.00280  -0.63
C: 0.36421 0.64472 0.39208  0.66
N: 0.71309 -0.61180 0.05265  -0.43
C: 0.22093 -1.83043 0.65111  -0.25
H: 0.14621 -2.57994 -0.14311  0.20
C: 1.20819 -2.29256 1.74603  -0.21
N: 2.56075 -1.89197 1.40367  -0.45
C: 3.28891 -1.08207 2.25556  0.18
C: 3.30749 -1.32647 3.63621  0.33
C: 4.04209 -0.56884 4.52182  -0.26
C: 4.82390 0.47084 4.04856  -0.23
C: 4.85158 0.72379 2.68894  -0.20
C: 4.09933 -0.03251 1.81058  -0.27
H: 4.13074 0.21257 0.76202  0.21
H: 5.45683 1.52955 2.30212  0.22
H: 5.40497 1.06732 4.73350  0.22
H: 4.00499 -0.81607 5.57128  0.23
F: 2.59492 -2.36824 4.14864  -0.34
C: 2.79270 -1.87707 -0.01827  -0.23
H: 3.85048 -1.70730 -0.21796  0.22
C: 1.92226 -0.81694 -0.72432  -0.24
H: 1.65996 -1.14724 -1.73586  0.20
H: 2.42576 0.14949 -0.79166  0.24
H: 2.53919 -2.87511 -0.39265  0.20
H: 0.92642 -1.83811 2.69528  0.21
H: 1.15278 -3.38253 1.85833  0.20
H: -0.77060 -1.68604 1.07282  0.25
C: -0.86073 0.81765 1.29833  -0.16
O: -1.99750 0.06781 0.93859  -0.50
C: -2.63432 0.35908 -0.24333  0.30
C: -2.21930 1.33407 -1.14507  -0.30
C: -2.95485 1.51167 -2.30064  0.00
C: -4.08319 0.74527 -2.56893  0.03
C: -4.49395 -0.22007 -1.67072  -0.21
C: -3.76470 -0.41125 -0.51041  -0.26
H: -4.05601 -1.15811 0.21148  0.22
H: -5.36853 -0.82298 -1.86554  0.21
C: -4.69665 1.15031 -3.87735  -0.44
H: -5.57206 1.78028 -3.69466  0.21
H: -5.01842 0.29655 -4.47401  0.21
C: -3.57520 1.95357 -4.55642  -0.38
H: -2.97378 1.28381 -5.17329  0.20
H: -3.96152 2.74651 -5.19488  0.21
C: -2.71295 2.49667 -3.40562  -0.43
H: -3.05691 3.48694 -3.09396  0.21
H: -1.65931 2.57814 -3.67179  0.22
H: -1.34386 1.93774 -0.96881  0.24
H: -1.08717 1.89058 1.33209  0.21
H: -0.60345 0.48726 2.31037  0.21

Results
Energy in a.u.: -1173.88590
Gap between HOMO and LUMO in eV: 8.67
E_HOMO in Eh: -0.290
LUMO in eV: 0.7685
SMILES: O=C(COc1ccc2c(c1)CCC2)N1CCN(c2ccccc2F)CC1
Energy above the lowest of the compared OMol25 structures with the same formula, charge and spin in eV: 1.845

---

4.
A structure of composition C21H23MnN2O7 in a non-equilibrium geometry. Source: the Open Molecules 2025 dataset; level of theory: ωB97M-V/def2-TZVPD.

Each line ends with the natural charge from an NBO analysis.
Element x y z (Å)
Mn: 0.21655 0.82415 -0.65786  1.22
O: 0.08967 -1.22859 -1.83784  -0.71
C: -0.83431 -1.99838 -1.06025  -0.10
C: -0.37000 -2.06107 0.37293  -0.25
N: -0.05656 -0.72492 0.89963  -0.44
C: 1.24049 -0.71178 1.57440  -0.33
C: 2.32518 -0.72446 0.53140  0.76
O: 3.32033 -1.42901 0.65504  -0.67
O: 2.05825 0.05596 -0.46112  -0.82
C: -1.10088 -0.12837 1.71975  -0.33
C: -0.78537 1.34417 1.92008  0.78
O: -1.18356 1.91781 2.92514  -0.67
O: -0.09702 1.87124 0.96363  -0.81
H: 0.99898 -1.47947 -1.62830  0.48
H: -1.78960 -1.49553 -1.16125  0.25
H: -0.93378 -3.00984 -1.46669  0.16
H: -1.12718 -2.56255 0.98645  0.20
H: 0.53954 -2.66734 0.43253  0.20
H: 1.32975 0.22517 2.12567  0.23
H: 1.36159 -1.54506 2.27170  0.19
H: -2.04890 -0.19757 1.17965  0.23
H: -1.21113 -0.61775 2.69332  0.19
C: 2.99612 2.79984 -1.05291  -0.63
C: 1.80770 2.54532 -1.94051  -0.01
C: 1.92961 1.67295 -3.02655  -0.26
C: 0.85775 1.45701 -3.87720  -0.19
C: -0.35108 2.09319 -3.66097  -0.28
C: -0.49407 2.94964 -2.57453  0.20
N: -1.68123 3.62065 -2.33666  -0.61
C: -2.97632 3.20133 -2.70246  0.19
C: -3.82069 4.19552 -3.20361  -0.25
C: -5.11866 3.91458 -3.58635  -0.20
C: -5.59018 2.61105 -3.50028  -0.25
C: -4.75961 1.62753 -2.99142  -0.15
C: -3.45934 1.89058 -2.55689  -0.17
C: -2.74739 0.71964 -1.86379  0.79
O: -3.27889 -0.38796 -1.98406  -0.71
O: -1.70110 0.98078 -1.19488  -0.81
C: 0.58443 3.19743 -1.70028  -0.02
C: 0.40374 4.20910 -0.60386  -0.67
H: 3.86470 2.25904 -1.42351  0.22
H: 2.81000 2.45605 -0.03432  0.24
H: 3.23366 3.86589 -1.01179  0.20
H: 2.86540 1.15279 -3.17820  0.22
H: 0.95689 0.76742 -4.70604  0.21
H: -1.19944 1.90934 -4.30804  0.22
H: -1.63815 4.41878 -1.73168  0.40
H: -3.42361 5.19914 -3.30288  0.21
H: -5.74959 4.70759 -3.96970  0.20
H: -6.59795 2.36700 -3.81305  0.20
H: -5.10144 0.60788 -2.87702  0.24
H: -0.47721 3.98206 -0.00550  0.25
H: 0.30879 5.21989 -1.02328  0.20
H: 1.24132 4.21141 0.08658  0.23

Results
2S+1: 2
Energy in a.u.: -2601.38755
Gap between HOMO and LUMO (spin up / spin down) in eV: 7.81 / 7.44
E_HOMO (spin up / spin down) in Eh: -0.179 / -0.166
⟨S²⟩: 1.0866
Charge: -1
LUMO (spin up / spin down) in eV: 2.9275 / 2.9276
Energy above the lowest of the compared OMol25 structures with the same formula, charge and spin in eV: 0.709

---

5.
A cluster of 2 separate species, C21H23N4 in total in a non-equilibrium geometry. Source: the Open Molecules 2025 dataset; level of theory: ωB97M-V/def2-TZVPD.

Each line ends with the natural charge from an NBO analysis.
Element x y z (Å)
C: 4.14106 -0.13365 1.08077  -0.41
N: 2.75975 -0.57414 1.03746  -0.29
C: 1.70428 0.27428 0.89326  0.15
C: 0.49377 -0.45826 0.91899  -0.23
C: -0.79236 0.09426 0.81496  0.19
C: -2.00209 -0.71152 0.92522  -0.19
C: -2.22377 -1.81411 0.07036  -0.10
C: -3.39397 -2.57349 0.15538  -0.24
C: -4.35361 -2.29469 1.13621  -0.16
C: -4.13558 -1.23014 2.02048  -0.21
C: -2.98931 -0.43393 1.91439  -0.15
C: 0.89464 -1.86154 1.19804  0.01
C: 0.24115 -3.05572 1.51685  -0.19
C: 0.99875 -4.22895 1.71245  -0.20
C: 2.39575 -4.23013 1.64786  -0.19
C: 3.08154 -3.02749 1.40603  -0.22
C: 2.30626 -1.88495 1.19848  0.10
H: 4.80832 -0.99424 1.16098  0.23
H: 4.37414 0.43618 0.17252  0.22
H: 4.29118 0.53074 1.94120  0.23
H: 1.88437 1.33259 0.74440  0.23
H: -0.87992 1.16304 1.03119  0.23
H: -1.45829 -2.03311 -0.68099  0.22
H: -3.55687 -3.37669 -0.56910  0.23
H: -5.27179 -2.88623 1.18467  0.23
H: -4.89105 -1.00250 2.77654  0.23
H: -2.83849 0.39964 2.60312  0.22
H: -0.83778 -3.06367 1.60361  0.23
H: 0.47149 -5.16595 1.91842  0.23
H: 2.95372 -5.15409 1.80606  0.23
H: 4.16570 -2.96304 1.39118  0.22
C: -2.05462 2.07523 -1.32037  -0.23
C: -1.70450 3.48221 -1.79534  -0.22
N: -0.38502 3.25674 -2.32627  -0.42
C: 0.64311 4.17219 -2.71242  -0.21
C: 1.83300 3.24408 -2.91984  -0.21
N: 1.41414 1.99571 -2.29393  -0.61
C: 0.11413 2.05282 -1.90228  0.60
N: -0.76511 1.32555 -1.24262  -0.58
H: -2.53799 2.04953 -0.34117  0.20
H: -2.73806 1.64564 -2.07688  0.20
H: -2.36175 3.87085 -2.57336  0.21
H: -1.66580 4.18480 -0.95847  0.18
H: 0.35156 4.72439 -3.61321  0.21
H: 0.84106 4.91604 -1.92697  0.18
H: 2.01127 3.13187 -3.99160  0.21
H: 2.72603 3.66303 -2.44862  0.21
H: 1.93756 1.13083 -2.28762  0.42

Results
Energy in a.u.: -1032.79769
Gap between HOMO and LUMO in eV: 6.83
E_HOMO in Eh: -0.405
Charge: +1
LUMO in eV: -4.1860
Energy above the lowest of the compared OMol25 structures with the same formula, charge and spin in eV: 0.000

---

6.
The molecule C21H23N5O4S in a non-equilibrium geometry. Source: the Open Molecules 2025 dataset; level of theory: ωB97M-V/def2-TZVPD.

Each line ends with the natural charge from an NBO analysis.
Element x y z (Å)
C: -0.34167 7.26308 -1.60946  -0.64
C: 1.09245 7.06279 -2.09187  -0.06
H: 1.79243 7.05209 -1.24717  0.17
H: 1.37226 7.87853 -2.76400  0.20
O: 1.24280 5.89669 -2.87515  -0.47
C: 1.34161 4.68840 -2.28656  0.25
C: 1.33589 4.42786 -0.95738  -0.29
C: 1.44017 3.09524 -0.43301  -0.12
C: 1.39632 2.90675 0.92428  -0.08
C: 1.34835 1.69477 1.68717  -0.31
C: 0.63656 0.56552 1.34166  0.44
N: -0.13846 0.38520 0.23968  -0.79
H: -0.38710 1.20469 -0.28996  0.42
H: -0.80187 -0.37248 0.28910  0.42
N: 0.67159 -0.51020 2.20129  -0.25
C: 1.36575 -0.41508 3.38457  0.28
N: 1.98951 0.61061 3.78919  -0.52
C: 2.01611 1.76519 3.01216  0.63
O: 2.56231 2.76392 3.41927  -0.58
S: 1.19998 -1.93729 4.23591  0.39
C: 0.19447 -2.51384 2.89865  0.11
N: 0.02611 -1.66447 1.95906  -0.28
C: -0.39894 -3.86908 2.90535  -0.56
H: -0.63325 -4.14560 3.93548  0.27
H: 0.30747 -4.60313 2.51194  0.25
C: -1.72415 -3.89661 2.12310  0.70
O: -2.77508 -3.89910 2.73133  -0.62
N: -1.65513 -3.89193 0.78098  -0.44
C: -0.47136 -3.97033 -0.04304  -0.21
H: 0.42645 -3.79994 0.54557  0.21
C: -0.41680 -5.32745 -0.74984  -0.41
C: -1.67967 -5.52495 -1.58463  -0.40
C: -2.91452 -5.36853 -0.70058  -0.41
C: -2.88125 -4.01804 0.01303  -0.22
H: -3.71963 -3.92117 0.70369  0.25
H: -2.92147 -3.20537 -0.72034  0.19
H: -3.82314 -5.44021 -1.29866  0.22
H: -2.93562 -6.16366 0.04697  0.20
H: -1.67204 -6.51242 -2.04779  0.22
H: -1.70610 -4.77990 -2.38318  0.20
H: 0.47026 -5.37279 -1.38263  0.22
H: -0.34530 -6.12074 -0.00270  0.20
H: -0.53113 -3.17555 -0.79591  0.20
H: 1.47484 3.78765 1.55189  0.24
C: 1.66509 2.03548 -1.37949  -0.18
C: 1.69674 2.27032 -2.70230  -0.26
C: 1.47506 3.59103 -3.27782  0.45
O: 1.41576 3.78261 -4.48212  -0.52
H: 1.89528 1.47820 -3.40943  0.22
H: 1.87396 1.04684 -0.99830  0.22
H: 1.23063 5.22057 -0.23182  0.22
H: -1.01458 7.28325 -2.46282  0.22
H: -0.41892 8.20590 -1.07514  0.22
H: -0.64904 6.45665 -0.94821  0.21

Results
Energy in a.u.: -1786.95256
Gap between HOMO and LUMO in eV: 6.87
E_HOMO in Eh: -0.286
LUMO in eV: -0.9046
SMILES: CCOC1=C/C(=C/c2c(N)n3nc(CC(=O)N4CCCCC4)sc3nc2=O)C=CC1=O
Energy above the lowest of the compared OMol25 structures with the same formula, charge and spin in eV: 2.471